Entry from OMol25: one molecule with the formula C7H6ClNO2S (ωB97M-V/def2-TZVPD).

```
18
Properties=species:S:1:pos:R:3:forces:R:3
C -1.36366 1.17846 -0.30384 0.01 -0.06 -0.03
C -0.78278 1.12190 0.88278 -0.09 -0.14 0.05
C -0.34815 -0.97199 -1.16760 1.64 -0.25 3.64
C 0.34816 -1.05038 0.38775 -1.37 -0.99 -3.70
C 1.61323 0.92561 1.19631 0.40 0.17 0.46
C -1.00174 0.33205 -1.48722 -0.15 0.12 -0.27
C 0.31180 0.14865 1.25103 -0.11 -0.14 0.45
N -0.20921 -2.00681 -1.85093 0.06 -0.51 -0.34
O 2.09640 1.57311 2.05723 -0.22 -0.08 -0.02
O 1.68363 -2.24780 2.12902 0.46 -0.35 0.60
S 1.09282 -2.44950 0.80183 -0.90 1.55 -0.37
Cl 2.38615 0.83198 -0.39414 0.28 0.19 -0.43
H -2.14371 1.90677 -0.48047 -0.01 0.10 0.06
H -1.07049 1.80330 1.66965 -0.05 0.09 0.03
H -1.89215 0.13397 -2.09503 0.15 0.05 0.01
H -0.30622 0.91439 -2.10792 -0.09 -0.12 -0.05
H 0.19759 -0.16699 2.29788 0.10 0.13 -0.15
H -0.61168 -1.97672 -2.78634 -0.11 0.26 0.05
```
Positions in Å, forces in eV/Å.

Summary:
Frontier orbital gap ... 8.647 eV
Molecular weight ... 203.65 Da
Largest force on an atom ... 0.0790 hartree/bohr
HOMO energy ... -9.3 eV
Spin multiplicity ... 1

=====

Entry from OMol25: a 12-piece molecular cluster, C23H66F3N14O13 overall (ωB97M-V/def2-TZVPD).

```
119
Properties=species:S:1:pos:R:3:forces:R:3
C -0.29515 -0.46993 -1.09445 -0.56 -0.55 -2.01
O -0.73621 -1.13347 0.07147 0.74 0.05 0.01
O -1.32513 -0.30277 -1.94398 -0.31 0.47 0.53
C 0.37160 0.85642 -0.73499 -0.57 0.37 1.01
F -0.32544 1.52645 0.23514 0.07 -0.06 -0.38
F 1.62145 0.71191 -0.22316 -0.41 0.26 -0.40
F 0.49181 1.68346 -1.76258 -0.02 0.19 -0.29
C 0.25470 -1.83758 0.80228 -0.40 -0.18 0.94
C -0.45065 -2.45422 2.00354 0.38 0.21 -0.16
H 0.29800 -2.93637 2.63517 -0.21 -0.22 -0.01
H -0.92225 -1.68063 2.61009 -0.08 0.03 -0.09
H -1.21599 -3.15215 1.66738 0.02 -0.10 0.11
H 1.04080 -1.17634 1.17943 -0.10 0.06 -0.23
H 0.72091 -2.63877 0.21804 -0.01 0.16 -0.31
H 0.48469 -1.04540 -1.64229 0.39 -0.20 0.66
C -2.10496 1.99151 -4.62793 -0.72 0.18 0.31
O -2.59162 2.71166 -5.49042 0.36 -0.12 -0.02
N -1.95914 2.36205 -3.31436 0.14 -0.19 -0.34
N -1.68373 0.69949 -4.83053 0.20 0.24 0.07
H -2.36869 3.22408 -2.99407 0.06 -0.03 0.02
H -1.71186 1.61649 -2.66976 -0.07 0.29 0.18
H -1.61744 0.15784 -3.97851 0.26 -0.44 -0.22
H -1.92866 0.25847 -5.69714 -0.11 -0.02 0.03
C -4.43547 -0.90210 0.14845 -0.47 -0.68 -0.12
O -5.52576 -1.03115 0.69581 0.14 0.21 0.12
N -3.53256 -1.91578 0.02653 0.22 0.45 -0.23
N -4.01497 0.24508 -0.45210 0.39 0.68 -0.24
H -3.68644 -2.81635 0.43008 -0.22 0.07 0.08
H -2.66000 -1.70101 -0.43283 0.09 -0.34 0.22
H -3.14113 0.29376 -0.96595 0.07 -0.25 0.05
H -4.62912 1.03200 -0.53048 -0.28 -0.20 0.18
C 2.57907 -1.82623 5.43037 0.24 0.49 -0.16
O 2.58074 -2.89922 6.00616 -0.04 -0.08 0.03
N 2.39827 -1.72413 4.05553 -0.32 -0.44 0.57
N 2.76319 -0.61402 6.01886 -0.08 -0.02 -0.27
H 2.53859 -2.59899 3.58350 0.00 0.11 -0.25
H 2.57441 -0.85758 3.57924 0.15 -0.07 -0.12
H 2.86475 -0.53475 7.01145 -0.05 -0.19 0.03
H 2.72537 0.22102 5.44295 0.00 0.16 0.34
C 3.62432 4.28349 -1.06281 0.21 -0.05 0.09
O 4.13791 3.81496 -0.05281 -0.09 -0.19 -0.09
N 3.95541 5.52912 -1.53227 -0.23 0.48 -0.42
N 2.74502 3.61048 -1.85228 -0.11 0.22 0.00
H 4.64518 6.09683 -1.07834 -0.01 -0.30 0.44
H 3.31643 6.04047 -2.11656 0.04 -0.18 -0.13
H 2.25224 4.07858 -2.59389 0.10 -0.16 -0.12
H 2.41234 2.69491 -1.60616 0.10 0.10 0.22
C -2.01437 -6.27044 -1.04928 -0.03 0.21 -0.35
O -0.89812 -6.68507 -1.31236 -0.11 0.01 -0.12
N -3.02775 -6.11429 -1.96173 0.22 -0.19 0.97
N -2.34542 -5.87417 0.22696 0.20 -0.14 0.18
H -2.97476 -6.60188 -2.83699 0.01 0.13 -0.08
H -3.91863 -5.92239 -1.53945 -0.27 -0.04 -0.58
H -1.55506 -5.74852 0.83385 -0.07 0.02 0.10
H -3.18922 -5.37732 0.44510 0.02 0.07 -0.09
C 2.36734 1.95811 3.28892 0.14 0.43 -0.26
O 2.63293 1.80191 4.48531 0.05 -0.16 -0.31
N 1.21927 1.47666 2.73898 0.45 -0.01 0.55
N 3.20257 2.63317 2.45158 -0.30 -0.40 0.35
H 0.96754 1.59687 1.77383 -0.14 -0.09 0.18
H 0.64157 0.99195 3.40229 -0.36 -0.03 -0.29
H 4.08395 2.90608 2.84331 0.03 0.21 -0.11
H 2.99546 2.83903 1.48789 0.26 0.08 -0.07
C -2.51528 -3.24363 -3.64070 -0.83 0.16 0.33
O -2.70847 -4.10463 -4.48630 0.21 0.00 0.16
N -3.29292 -2.11397 -3.50143 0.22 0.02 -0.17
N -1.61408 -3.30127 -2.61033 0.20 -0.29 -0.34
H -2.85854 -1.36148 -2.98372 -0.35 0.18 0.04
H -3.98344 -1.90043 -4.19643 0.16 -0.02 -0.16
H -0.95531 -4.06120 -2.61769 0.13 0.13 -0.02
H -1.39543 -2.40188 -2.20043 0.34 -0.12 0.17
C 3.64073 0.39263 -5.99722 -0.37 -0.57 -0.12
C 2.51874 1.10354 -5.25155 0.55 -0.82 0.64
C 1.97846 0.28956 -4.07010 -0.43 0.11 -0.04
O 2.98265 2.37552 -4.81428 -0.62 0.70 -0.40
H 3.88895 0.92047 -6.91659 0.29 0.18 0.16
H 3.34165 -0.61735 -6.29963 -0.14 0.10 0.06
H 4.50444 0.25214 -5.34359 0.14 0.25 -0.10
H 1.66630 1.23622 -5.91728 0.16 0.53 -0.13
H 0.94410 0.58343 -3.88824 0.01 -0.05 0.01
H 2.51115 0.47901 -3.13488 0.34 -0.11 -0.14
H 1.97424 -0.78014 -4.28550 0.08 0.00 0.04
H 3.69066 2.28909 -4.16957 -0.01 -0.35 0.03
C 5.27166 -0.77324 2.45288 0.28 0.10 -0.07
C 5.06662 -0.80301 0.93979 -0.70 -0.01 0.61
C 3.57167 -0.88568 0.62024 0.59 -0.42 -0.20
O 5.63948 0.33512 0.31600 0.32 -0.23 -0.15
H 6.33021 -0.75674 2.71919 0.02 0.06 -0.12
H 4.83296 -1.65266 2.91981 -0.06 0.00 0.05
H 4.80977 0.12183 2.88476 -0.07 -0.07 0.01
H 5.55769 -1.69747 0.55449 0.22 0.19 -0.25
H 3.08523 0.07535 0.79110 0.39 -0.43 0.41
H 3.10218 -1.68554 1.19789 0.00 0.17 0.17
H 3.40840 -1.16362 -0.42442 0.07 0.23 -0.04
H 5.28970 1.11728 0.75692 -0.08 0.09 -0.08
C -0.99452 4.73469 -0.39840 0.21 0.45 -0.28
C -2.49476 4.71714 -0.17749 0.32 -0.58 -0.17
C -2.99711 5.94743 0.53846 -0.32 0.00 0.85
O -3.11316 4.51489 -1.45373 0.03 0.24 -0.14
H -0.68552 5.63504 -0.94078 -0.14 0.02 0.02
H -0.68473 3.88682 -1.00374 -0.01 -0.15 0.12
H -0.45749 4.73428 0.55110 -0.03 -0.11 0.03
H -2.69533 3.83028 0.43646 -0.18 0.11 0.08
H -2.65661 5.88512 1.57876 0.07 0.10 -0.07
H -4.08765 5.96504 0.60175 0.01 -0.03 -0.19
H -2.65637 6.90640 0.14960 0.09 -0.15 -0.34
H -3.91860 4.00169 -1.34966 -0.06 0.10 0.11
C -2.69963 -1.17766 5.41832 -0.56 1.13 -0.14
C -3.80703 -1.82964 4.60175 -0.41 0.00 0.71
C -3.42255 -3.23984 4.22273 0.15 -0.26 -0.46
O -5.00838 -1.93071 5.40054 0.25 -0.03 -0.12
H -1.88117 -0.88392 4.75691 0.40 -0.62 0.28
H -2.45987 -1.77972 6.29208 0.50 -0.23 -0.26
H -3.00961 -0.20420 5.82970 -0.32 -0.18 -0.10
H -4.06617 -1.23123 3.72371 0.30 -0.06 -0.15
H -2.39029 -3.27526 3.87031 -0.02 0.08 -0.03
H -4.05413 -3.63214 3.42385 -0.11 0.02 0.09
H -3.48752 -3.91393 5.07761 -0.10 0.14 0.11
H -5.27803 -1.02910 5.59797 -0.11 -0.02 0.03
```
Positions in Å, forces in eV/Å.

Summary:
Frontier orbital gap ... 9.055 eV
Molecular weight ... 803.86 Da
Largest force on an atom ... 0.0421 hartree/bohr
Charge ... -1
HOMO energy ... -7.1 eV
Spin multiplicity ... 1

=====

Entry from OMol25: C27H29AsINOPPd as an isolated structure (ωB97M-V/def2-TZVPD).

```
62
Properties=species:S:1:pos:R:3:forces:R:3
Pd -0.35898 -0.10482 -1.71019 -0.11 -0.21 0.26
C -1.05091 -1.36306 5.05996 0.00 0.00 0.00
C -1.77979 -0.47486 4.27790 0.01 -0.01 -0.01
C -1.33893 -0.15261 3.00636 0.00 -0.02 0.02
C -0.15691 -0.70201 2.50304 -0.16 -0.06 -0.04
C 0.56798 -1.58783 3.29137 0.02 -0.01 0.00
C 0.11882 -1.91594 4.56515 0.00 0.00 0.01
P 0.31521 -0.21807 0.80841 0.47 0.14 -0.29
C 2.03190 -0.83647 0.64791 -0.03 0.07 0.19
C 3.15947 -0.02154 0.70638 -0.01 -0.06 -0.09
C 4.42639 -0.56682 0.53939 0.00 0.01 -0.02
C 4.58366 -1.93065 0.33674 0.02 0.01 0.01
C 3.46495 -2.75297 0.28816 -0.03 -0.01 -0.01
C 2.19793 -2.20489 0.42490 -0.03 -0.03 0.00
C 0.47341 1.58807 0.96767 -0.09 0.00 -0.02
C 0.92119 2.18435 2.11931 0.03 -0.07 0.00
C 1.02245 3.58407 2.21892 0.00 0.02 -0.01
C 0.65533 4.36630 1.16241 0.00 0.00 0.03
C 0.16825 3.79629 -0.03777 -0.01 0.01 -0.01
C -0.22926 4.62082 -1.11910 0.00 -0.02 0.00
C -0.70919 4.06447 -2.26509 0.01 0.02 0.02
C -0.81393 2.65924 -2.37951 0.02 -0.01 0.00
C -0.43617 1.82771 -1.35728 -0.15 0.09 -0.30
C 0.06797 2.38267 -0.14503 0.04 -0.03 0.16
H -1.39402 -1.61797 6.05373 0.00 0.00 0.00
H -2.69020 -0.03283 4.66088 0.00 0.00 0.00
H -1.90451 0.55313 2.40766 0.04 0.00 0.04
H 1.49220 -2.01753 2.92801 -0.01 0.01 0.00
H 0.69391 -2.60192 5.17314 0.00 0.00 0.00
H 3.05123 1.04300 0.86398 0.00 0.02 0.03
H 5.29557 0.07686 0.57741 0.00 0.00 0.00
H 5.57412 -2.35246 0.22690 0.00 0.00 0.00
H 3.57979 -3.82121 0.14816 0.00 0.01 0.00
H 1.32416 -2.84785 0.37642 0.00 -0.01 0.01
H 1.19682 1.56947 2.96844 0.01 0.01 0.00
H 1.38611 4.03259 3.13363 0.00 0.00 0.00
H 0.71999 5.44547 1.23009 0.00 0.00 0.00
H -0.14445 5.69509 -1.01451 0.00 0.00 0.00
H -1.01410 4.68814 -3.09538 0.01 0.00 0.00
H -1.18250 2.24317 -3.30925 0.00 -0.01 0.01
N 1.13502 -4.07288 -2.68700 -0.01 -0.01 -0.02
C 0.99772 -2.74168 -2.63107 -0.03 -0.05 -0.02
O -0.06084 -2.23887 -2.25567 0.05 0.15 0.08
C 2.23891 -1.98465 -3.06017 0.03 0.03 -0.02
I 1.99856 0.11927 -3.12807 -0.04 -0.03 0.06
H 0.35586 -4.65362 -2.42176 0.00 0.00 0.00
H 1.97362 -4.50961 -3.02693 0.00 0.00 0.00
H 2.53567 -2.30282 -4.05732 0.02 0.00 0.01
H 3.04519 -2.18708 -2.35836 0.00 0.00 0.02
C -3.81019 0.89084 -3.07208 -0.01 0.01 0.03
As -2.77827 -0.07113 -1.74370 -0.01 0.02 -0.05
C -3.51925 0.58303 -0.08161 0.01 0.03 -0.02
C -3.51343 -1.86177 -1.85064 0.02 0.01 0.00
H -4.87144 0.70833 -2.90662 0.00 0.00 0.00
H -3.53222 0.55266 -4.06840 0.01 0.00 0.00
H -3.61142 1.95704 -2.98379 0.01 0.00 0.00
H -4.60782 0.56287 -0.10793 0.00 -0.01 -0.01
H -3.17215 1.60344 0.07928 -0.01 0.00 0.01
H -3.16052 -0.04815 0.73044 -0.03 -0.01 -0.04
H -4.59877 -1.83056 -1.76516 0.00 0.00 0.00
H -3.09809 -2.46056 -1.04175 0.00 0.00 0.00
H -3.23109 -2.31072 -2.80099 -0.01 0.00 0.00
```
Positions in Å, forces in eV/Å.

Summary:
Frontier orbital gap ... 7.282 eV
Molecular weight ... 722.76 Da
Largest force on an atom ... 0.0110 hartree/bohr
Charge ... +1
HOMO energy ... -10.0 eV
Spin multiplicity ... 1